ORCA calculation (ωB97M-V/def2-TZVPD) on a single C13H10Cl2N2O3 molecule in a non-equilibrium geometry.

Element x y z (Å)
C 3.687 0.469 4.765
O 3.086 0.333 3.483
C 3.951 0.205 2.464
O 5.150 0.199 2.580
N 3.361 0.076 1.230
N 2.093 0.051 0.787
C 1.061 0.152 1.531
C -0.244 0.113 0.939
C -1.480 0.192 1.545
C -2.432 0.109 0.519
C -1.726 -0.017 -0.661
C -2.109 -0.174 -2.050
C -1.122 -0.572 -2.963
C -1.391 -0.753 -4.302
C -2.680 -0.536 -4.769
Cl -3.045 -0.762 -6.437
C -3.681 -0.132 -3.901
C -3.395 0.049 -2.557
Cl -4.690 0.588 -1.559
O -0.400 -0.017 -0.392
H 2.866 0.551 5.473
H 4.304 -0.403 4.989
H 4.314 1.362 4.797
H 4.031 -0.018 0.474
H 1.075 0.269 2.612
H -1.672 0.295 2.594
H -3.493 0.124 0.644
H -0.124 -0.739 -2.589
H -0.613 -1.062 -4.981
H -4.680 0.046 -4.266

* total charge: 0
* frontier orbital gap: 7.748 eV
* multiplicity: 1
* E_HOMO: -7.8 eV
* electronic energy: -47809.9553 eV

ORCA calculation (ωB97M-V/def2-TZVPD) on a molecular structure, C13H10Cl5GaN in a non-equilibrium geometry.

Element x y z (Å)
C -0.481 1.171 -3.382
C 0.929 1.343 -3.202
C 1.157 1.817 -1.896
C -0.117 1.849 -1.194
C -1.133 1.525 -2.184
Ga -0.209 -0.359 -0.430
N -1.539 -1.156 -1.499
C -0.224 -2.159 -1.604
C 1.071 -1.568 -1.161
H 2.107 2.146 -1.481
H 1.685 1.185 -3.969
H -0.309 2.364 -0.252
H -2.207 1.578 -2.002
H -0.965 0.856 -4.304
H 1.700 -1.230 -1.982
H -0.457 -3.105 -1.083
H -2.198 -1.709 -0.931
H 1.599 -2.183 -0.435
H -0.172 -2.422 -2.674
Cl -1.811 -2.196 1.609
C -0.857 -0.951 2.344
C -0.075 -0.114 1.553
C 0.796 0.786 2.166
Cl 1.969 1.642 1.230
C 0.782 0.966 3.570
Cl 1.765 2.156 4.307
C -0.054 0.151 4.367
Cl -0.071 0.333 6.059
C -0.862 -0.835 3.752
Cl -1.818 -1.881 4.707

* energy relative to the best compared isomer or geometry (same formula, charge and spin): 0.000 eV
* total charge: -1
* frontier orbital gap: 6.086 eV
* multiplicity: 1
* E_HOMO: -3.6 eV
* electronic energy: -130120.7083 eV

ORCA calculation (ωB97M-V/def2-TZVPD) on a molecular structure, C13H10F5MnNS in a non-equilibrium geometry.

Element x y z (Å)
C -3.082 -0.897 0.485
C -2.947 0.222 1.385
C -1.762 0.059 2.142
C -1.103 -1.133 1.703
C -1.944 -1.775 0.704
Mn -1.162 -0.084 -0.209
N 0.110 -1.281 -0.668
C -2.000 0.848 -1.664
C -2.485 1.845 -0.794
H -1.446 0.701 2.946
H -3.676 1.000 1.525
H -0.202 -1.537 2.117
H -1.786 -2.725 0.224
H -3.952 -1.137 -0.109
H -3.583 1.943 -0.585
H -1.053 1.032 -2.210
H 0.135 -1.260 -1.681
H -1.946 2.829 -0.782
H -2.554 -0.035 -2.008
F 5.419 -1.068 -0.988
C 4.262 -0.494 -0.608
C 3.748 -0.744 0.668
F 4.407 -1.568 1.510
C 2.553 -0.145 1.058
F 2.069 -0.392 2.298
C 1.850 0.719 0.190
S 0.308 1.419 0.602
C 2.401 0.955 -1.087
F 1.750 1.772 -1.947
C 3.587 0.352 -1.492
F 4.081 0.580 -2.728

* total charge: 0
* frontier orbital gap (spin up / spin down): 6.848 / 7.247 eV
* multiplicity: 4
* E_HOMO (spin up / spin down): -8.2 / -8.4 eV
* electronic energy: -70869.6206 eV
* <S²>: 3.89

ORCA calculation (ωB97M-V/def2-TZVPD) on a molecular structure, C13H10IN6OPtSSe in a non-equilibrium geometry.

Element x y z (Å)
Pt 0.058 0.374 0.336
O -0.609 0.368 2.492
N -1.135 1.455 2.978
C -1.614 1.408 4.234
C -2.163 2.515 4.837
C -2.241 3.712 4.125
C -1.754 3.751 2.836
C -1.181 2.613 2.259
S -0.546 2.689 0.650
H -1.517 0.451 4.726
H -2.511 2.447 5.855
H -2.667 4.595 4.575
H -1.800 4.655 2.249
Se 2.089 -2.890 1.326
N 3.745 -2.456 0.841
C 3.858 -1.284 0.284
C 4.948 -0.580 -0.228
C 4.754 0.654 -0.821
C 3.485 1.219 -0.873
N 2.436 0.579 -0.356
C 2.564 -0.613 0.182
N 1.512 -1.294 0.640
H 5.936 -1.015 -0.164
H 5.582 1.198 -1.247
H 3.316 2.181 -1.329
I -5.421 -2.485 0.522
C -3.923 -1.188 -0.151
C -4.078 -0.078 -0.976
N -2.860 0.439 -1.159
N -1.922 -0.280 -0.523
C -2.545 -1.271 0.100
H -4.967 0.332 -1.418
H -2.617 1.233 -1.743
H -2.006 -2.002 0.674

* energy relative to the best compared isomer or geometry (same formula, charge and spin): 2.339 eV
* total charge: +2
* frontier orbital gap (spin up / spin down): 5.211 / 5.180 eV
* multiplicity: 2
* E_HOMO (spin up / spin down): -14.2 / -14.2 eV
* electronic energy: -112140.0928 eV
* <S²>: 0.76

Look up the multiplicity of the fourth one.
2